Molecular formula: C18H58AgF2N13O15S2
Method: DFT, ωB97M-V with the def2-TZVPD basis set

LUMO energy (alpha / beta) (eV): -5.79 / -8.51
Total charge: +1
Multiplicity: 2
E_HOMO (alpha / beta) (eV): -11.0807 / -11.0807
Calculated total energy (eV): -100780.986

Atoms and positions in Å:
Ag 1.33 2.20 -4.01
N -0.82 -0.38 -1.77
S -1.21 -0.85 -0.37
O -0.82 -2.22 0.04
O -2.46 -0.30 0.13
F -0.15 0.09 0.42
S -1.98 -1.39 -2.45
O -3.43 -1.12 -2.35
O -1.56 -2.75 -2.77
F -1.65 -0.75 -3.91
C -8.90 -1.57 2.39
C -8.16 -1.65 1.04
O -8.98 -1.41 -0.06
H -9.46 -0.64 2.54
H -8.22 -1.64 3.24
H -9.63 -2.37 2.49
H -7.65 -2.60 0.93
H -7.44 -0.83 0.99
H -8.33 -1.31 -0.76
C 1.67 -3.84 6.42
C 1.75 -2.34 6.17
O 3.10 -2.01 5.75
H 2.10 -4.30 5.53
H 0.63 -4.16 6.32
H 2.17 -4.23 7.30
H 1.53 -1.88 7.13
H 1.03 -2.03 5.42
H 3.65 -2.38 6.45
C -2.40 -8.70 -5.85
C -1.29 -8.27 -6.82
O -1.90 -7.35 -7.74
H -2.91 -7.79 -5.53
H -2.16 -9.23 -4.93
H -3.19 -9.27 -6.33
H -0.96 -9.20 -7.27
H -0.52 -7.83 -6.19
H -1.46 -7.28 -8.60
C 6.79 3.28 1.04
O 7.94 2.83 1.27
N 6.35 4.53 1.22
N 5.87 2.57 0.42
H 5.43 4.82 0.93
H 7.03 5.15 1.63
H 6.11 1.62 0.19
H 4.92 2.90 0.38
C 1.25 0.87 -9.44
O 1.20 1.20 -8.31
N 0.64 -0.16 -9.87
N 1.90 1.56 -10.39
H 0.72 -0.38 -10.85
H 0.33 -0.78 -9.14
H 2.06 1.10 -11.27
H 2.52 2.29 -10.07
C 0.96 5.83 -0.10
O 1.61 5.03 -0.76
N 0.87 5.71 1.21
N 0.43 6.91 -0.51
H 1.34 4.87 1.54
H 0.33 6.37 1.75
H -0.08 7.43 0.19
H 0.28 7.05 -1.50
C -3.53 4.57 -6.14
O -2.56 4.15 -5.55
N -3.53 5.13 -7.27
N -4.75 4.26 -5.79
H -2.57 5.38 -7.45
H -4.38 5.57 -7.60
H -5.40 4.95 -6.14
H -4.65 3.79 -4.90
C 5.04 -1.64 -3.92
O 4.68 -0.49 -4.05
N 6.27 -2.03 -3.67
N 4.23 -2.58 -4.08
H 6.97 -1.31 -3.56
H 6.63 -2.95 -3.89
H 3.25 -2.60 -3.84
H 4.69 -3.47 -4.22
C 2.55 -8.07 -0.78
O 3.61 -7.63 -0.95
N 1.54 -7.28 -0.55
N 2.12 -9.31 -0.81
H 1.66 -6.36 -0.13
H 0.73 -7.88 -0.52
H 2.83 -10.02 -0.93
H 1.20 -9.55 -0.47
C -5.10 3.27 5.33
C -3.82 3.47 6.19
C -3.54 2.16 7.01
O -2.79 3.65 5.29
H -4.98 2.53 4.54
H -5.33 4.23 4.87
H -5.94 2.92 5.92
H -4.04 4.35 6.79
H -2.59 2.18 7.54
H -3.64 1.31 6.33
H -4.35 1.98 7.72
H -1.96 3.75 5.76
C 3.19 5.55 7.55
C 3.83 4.20 7.21
C 4.08 3.34 8.46
O 2.89 3.60 6.27
H 3.83 6.10 8.24
H 2.27 5.39 8.10
H 2.97 6.04 6.60
H 4.74 4.37 6.63
H 4.36 2.31 8.24
H 3.13 3.13 8.96
H 4.76 3.77 9.18
H 3.25 2.77 5.94


Molecular formula: C18H58N2O12
Method: DFT, ωB97M-V with the def2-TZVPD basis set

LUMO energy (eV): 0.19
Total charge: 0
SMILES: COC[C@H](C)N.COC[C@H](C)N.OCCO.OCCO.CO.CO.CO.CO.CO.CO
E_HOMO (eV): -9.3238
Calculated total energy (eV): -47152.682
Energy relative to the best compared isomer or geometry (same formula, charge and spin) (kcal/mol): 58.3

Atoms and positions in Å:
C 0.35 -0.48 -4.08
O 1.68 -0.25 -3.71
C 2.11 1.08 -3.96
C 1.58 2.06 -2.89
C 2.05 3.48 -3.15
N 1.89 1.61 -1.52
H 0.09 -0.03 -5.04
H -0.40 -0.09 -3.39
H 0.12 -1.55 -4.12
H 3.20 1.09 -3.97
H 1.75 1.39 -4.95
H 0.49 2.02 -2.94
H 1.98 3.73 -4.21
H 3.09 3.61 -2.85
H 1.42 4.20 -2.62
H 2.89 1.44 -1.45
H 1.51 0.67 -1.48
C -1.61 0.91 -1.25
O -2.09 1.52 -2.43
C -3.10 0.72 -3.03
C -3.67 1.46 -4.24
C -2.58 1.70 -5.29
N -4.25 2.75 -3.88
H -1.27 -0.12 -1.41
H -2.35 0.97 -0.45
H -0.71 1.42 -0.92
H -2.71 -0.25 -3.35
H -3.88 0.58 -2.28
H -4.38 0.82 -4.76
H -1.80 2.35 -4.88
H -3.00 2.30 -6.10
H -2.22 0.76 -5.71
H -3.47 3.34 -3.58
H -4.83 2.68 -3.06
O 3.63 -0.78 1.12
C 3.90 0.63 1.13
C 5.07 0.99 0.24
O 4.73 0.90 -1.15
H 3.37 -0.92 0.19
H 2.99 1.16 0.83
H 4.07 0.94 2.16
H 5.93 0.36 0.49
H 5.32 2.04 0.45
H 5.46 1.31 -1.62
O -2.65 3.87 3.57
C -1.25 3.66 3.54
C -0.91 2.19 3.42
O -1.28 1.71 2.12
H -2.99 3.75 2.68
H -0.83 4.15 2.65
H -0.80 4.17 4.39
H -1.51 1.54 4.06
H 0.14 1.99 3.62
H -0.74 2.13 1.43
C -4.28 -1.00 2.47
O -5.29 -1.90 2.89
H -3.35 -1.51 2.22
H -4.67 -0.40 1.65
H -4.05 -0.29 3.28
H -5.26 -1.99 3.85
C -2.30 -4.40 2.37
O -1.92 -3.68 1.21
H -3.15 -3.91 2.88
H -2.73 -5.35 2.08
H -1.48 -4.46 3.09
H -1.63 -2.79 1.47
C 3.24 -3.35 3.28
O 3.37 -1.98 3.64
H 4.18 -3.66 2.80
H 3.04 -3.94 4.17
H 2.41 -3.48 2.58
H 3.37 -1.46 2.83
C 0.35 -1.03 1.21
O -0.92 -1.11 1.83
H 0.92 -0.19 1.63
H 0.93 -1.93 1.35
H 0.23 -0.82 0.14
H -1.25 -0.19 1.82
C 3.73 -2.56 -1.61
O 2.63 -1.66 -1.42
H 3.58 -3.23 -2.45
H 4.64 -1.97 -1.78
H 3.84 -3.13 -0.70
H 2.47 -1.18 -2.24
C -1.37 -2.40 5.05
O -2.21 -3.37 5.67
H -0.45 -2.86 4.72
H -1.84 -2.06 4.11
H -1.27 -1.49 5.65
H -3.05 -2.94 5.87


Molecular formula: C18H63FO15Si2
Method: DFT, ωB97M-V with the def2-TZVPD basis set

LUMO energy (eV): 0.49
Total charge: 0
E_HOMO (eV): -9.2155
Calculated total energy (eV): -68871.115

Atoms and positions in Å:
C 1.39 -1.84 4.42
C 0.94 -2.76 3.59
Si -0.09 -2.21 2.14
O 0.61 -2.55 0.64
C 1.45 -3.70 0.62
C 2.12 -3.78 -0.78
O 2.99 -2.67 -0.94
C 2.86 -2.03 -2.21
C 4.26 -1.70 -2.82
O -1.62 -2.93 2.29
Si -2.87 -1.84 2.20
F -2.73 -0.67 3.30
H 1.68 -2.06 5.44
H 1.40 -0.82 4.05
H 1.17 -3.81 3.78
H -0.20 -0.75 2.22
H 0.89 -4.64 0.74
H 2.26 -3.66 1.36
H 2.68 -4.72 -0.90
H 1.30 -3.78 -1.50
H 2.35 -1.06 -2.13
H 2.37 -2.64 -2.97
H 4.93 -2.56 -2.73
H 4.72 -0.84 -2.32
H 4.10 -1.38 -3.86
H -2.95 -1.20 0.88
H -4.09 -2.58 2.52
C -6.95 0.30 2.72
O -6.26 1.19 3.59
H -7.92 0.73 2.49
H -6.39 0.18 1.79
H -7.09 -0.67 3.20
H -5.40 0.79 3.78
C 0.12 -2.14 7.93
O 1.51 -2.33 8.17
H -0.27 -3.04 7.45
H -0.41 -1.97 8.87
H -0.02 -1.29 7.26
H 1.85 -1.53 8.59
C 3.89 1.76 -0.36
O 2.72 1.10 0.11
H 3.74 2.84 -0.34
H 4.74 1.51 0.27
H 4.08 1.44 -1.39
H 2.90 0.15 0.08
C 3.25 -0.57 -6.64
O 2.95 -1.60 -5.71
H 3.69 0.26 -6.09
H 3.96 -0.92 -7.38
H 2.34 -0.22 -7.13
H 2.56 -2.33 -6.21
C -2.68 -1.04 -2.31
O -3.82 -0.60 -1.59
H -2.39 -2.02 -1.92
H -2.91 -1.14 -3.37
H -1.85 -0.35 -2.18
H -4.08 0.26 -1.94
C 3.05 5.51 -1.26
O 4.42 5.25 -1.00
H 2.63 4.64 -1.76
H 2.51 5.69 -0.33
H 2.95 6.38 -1.91
H 4.78 6.03 -0.56
C 2.17 2.50 4.88
O 1.71 1.40 4.11
H 1.88 2.35 5.92
H 3.26 2.57 4.82
H 1.71 3.42 4.51
H 1.97 1.56 3.20
C -6.52 2.46 -0.85
O -5.54 2.29 -1.88
H -6.01 2.38 0.11
H -6.99 3.44 -0.93
H -7.27 1.67 -0.92
H -6.00 2.36 -2.73
C -0.42 4.11 2.68
O -0.41 4.73 3.97
H 0.59 4.16 2.26
H -0.73 3.07 2.77
H -1.11 4.64 2.02
H -1.30 4.67 4.32
C 1.18 -4.91 -7.82
O 1.92 -4.05 -6.96
H 0.23 -4.43 -8.05
H 1.73 -5.09 -8.74
H 0.98 -5.86 -7.32
H 2.76 -4.49 -6.76
C 0.44 0.72 -3.90
O 0.35 0.13 -2.61
H -0.11 0.09 -4.60
H -0.01 1.72 -3.89
H 1.48 0.79 -4.21
H 0.83 0.70 -2.00
C -3.34 2.18 0.79
O -3.34 2.80 2.08
H -2.32 2.24 0.39
H -3.63 1.13 0.87
H -4.01 2.71 0.11
H -4.24 2.74 2.42


Molecular formula: C18H76N2O22
Method: DFT, ωB97M-V with the def2-TZVPD basis set

LUMO energy (eV): 3.06
Total charge: -2
E_HOMO (eV): -0.1418
Calculated total energy (eV): -67924.118
Energy relative to the best compared isomer or geometry (same formula, charge and spin) (kcal/mol): 0.0

Atoms and positions in Å:
C -6.30 -10.82 -0.59
C -5.00 -10.05 -0.53
C -3.91 -11.02 -1.04
C -2.56 -10.36 -1.26
C -2.76 -9.17 -2.19
C -3.83 -8.17 -1.71
N -5.07 -8.89 -1.42
O -6.11 -7.97 -1.07
C -4.04 -7.26 -2.92
C -3.16 -7.32 -0.59
C -4.66 -9.74 0.95
H -6.55 -11.49 0.23
H -6.29 -11.50 -1.46
H -7.12 -10.17 -0.87
H -4.26 -11.48 -1.97
H -3.81 -11.80 -0.28
H -1.77 -11.02 -1.62
H -2.19 -10.00 -0.29
H -3.09 -9.67 -3.11
H -1.89 -8.65 -2.60
H -4.35 -6.26 -2.61
H -4.82 -7.55 -3.64
H -3.22 -7.09 -3.62
H -3.72 -7.25 0.33
H -2.99 -6.30 -0.92
H -2.23 -7.83 -0.31
H -3.69 -9.28 1.12
H -4.78 -10.67 1.51
H -5.37 -8.98 1.27
C 0.16 -4.88 -3.27
C 0.56 -6.17 -3.97
C -0.44 -6.41 -5.10
C -0.10 -7.66 -5.90
C 1.31 -7.50 -6.45
C 2.37 -7.09 -5.43
N 1.86 -6.00 -4.58
O 2.85 -5.48 -3.76
C 3.63 -6.62 -6.16
C 2.80 -8.36 -4.63
C 0.47 -7.24 -2.86
H 0.60 -4.61 -2.31
H -0.93 -4.84 -3.14
H 0.31 -4.04 -3.96
H -0.36 -5.55 -5.78
H -1.49 -6.46 -4.80
H -0.82 -7.90 -6.69
H -0.17 -8.58 -5.30
H 1.34 -6.85 -7.33
H 1.60 -8.49 -6.85
H 4.43 -6.31 -5.49
H 3.45 -5.79 -6.84
H 4.05 -7.44 -6.76
H 3.61 -8.88 -5.15
H 2.00 -9.10 -4.56
H 3.13 -8.06 -3.63
H 1.25 -7.03 -2.12
H 0.59 -8.25 -3.27
H -0.49 -7.26 -2.33
O -8.58 -6.78 0.00
H -8.93 -5.91 -0.20
H -7.73 -6.83 -0.47
O 0.97 -11.63 -2.49
H 1.72 -11.20 -2.93
H 1.22 -11.67 -1.56
O -3.66 -10.51 -5.53
H -3.02 -9.93 -5.09
H -3.31 -11.40 -5.39
O -6.94 -8.16 -5.76
H -6.10 -7.93 -6.16
H -6.76 -8.99 -5.25
O -7.22 -5.00 -2.29
H -7.55 -5.90 -2.49
H -6.53 -5.14 -1.63
O -1.01 -12.80 -4.09
H -0.94 -13.64 -3.64
H -0.54 -12.17 -3.51
O 0.26 -6.50 0.47
H -0.20 -6.69 -0.36
H -0.16 -7.07 1.12
O -9.04 -9.59 0.21
H -8.36 -9.03 -0.19
H -9.82 -9.03 0.27
O -6.20 -13.41 2.90
H -6.59 -13.93 2.18
H -5.25 -13.39 2.70
O -5.76 -6.35 1.21
H -5.10 -6.77 1.77
H -5.91 -6.99 0.46
O -9.57 -12.20 -0.81
H -9.20 -11.31 -0.66
H -8.83 -12.70 -1.20
O -4.83 -10.83 4.69
H -5.35 -10.20 4.18
H -5.40 -11.07 5.43
O -7.75 -13.55 -2.81
H -7.31 -13.62 -3.66
H -7.10 -13.87 -2.17
O -3.34 -4.30 -5.65
H -2.99 -4.44 -4.76
H -4.21 -3.91 -5.50
O -10.04 -10.54 -3.32
H -9.60 -10.64 -2.47
H -9.38 -10.83 -3.96
O -3.39 -3.80 -2.73
H -2.67 -3.16 -2.69
H -3.89 -3.68 -1.91
O -9.00 -11.64 2.21
H -8.18 -12.12 2.07
H -9.29 -11.39 1.32
O -6.02 -9.94 -3.99
H -5.75 -9.67 -3.09
H -5.26 -10.42 -4.37
O -5.02 -4.05 -0.27
H -4.84 -3.41 0.42
H -5.19 -4.90 0.21
O -8.10 -7.69 -2.99
H -7.71 -7.87 -3.87
H -7.39 -7.91 -2.34


Molecular formula: C18H7ClF3IN2O8Ru
Method: DFT, ωB97M-V with the def2-TZVPD basis set

LUMO energy (alpha / beta) (eV): -1.12 / -5.14
Total charge: 0
Multiplicity: 5
E_HOMO (alpha / beta) (eV): -6.7787 / -8.3806
Calculated total energy (eV): -69493.745
Energy relative to the best compared isomer or geometry (same formula, charge and spin) (kcal/mol): 43.1

Atoms and positions in Å:
Ru -0.21 -0.92 0.18
O 5.22 1.77 -0.03
C 3.91 1.33 0.01
C 2.93 1.84 0.86
C 1.76 1.04 0.95
N 1.49 -0.02 0.13
C 2.45 -0.43 -0.85
C 3.64 0.27 -0.91
C 1.92 -1.62 -1.60
O 2.57 -2.05 -2.58
O 0.74 -2.06 -1.17
C 0.58 1.27 1.83
O 0.47 2.20 2.63
O -0.42 0.41 1.58
H 5.44 2.31 0.75
H 3.03 2.78 1.37
H 4.43 0.17 -1.67
Cl -5.51 2.95 -1.29
C -4.57 1.56 -0.87
C -5.18 0.47 -0.25
C -4.41 -0.62 0.25
I -4.99 -2.06 1.51
C -3.03 -0.59 -0.02
O -2.26 -1.57 0.36
C -2.44 0.51 -0.79
N -1.16 0.31 -1.21
C -0.61 1.08 -2.19
C -1.30 2.20 -2.70
C -2.59 2.45 -2.26
C -3.22 1.57 -1.32
H -6.29 0.42 -0.16
H 0.33 0.76 -2.61
H -0.78 2.83 -3.37
H -3.22 3.27 -2.60
F 1.27 -4.95 1.98
C 1.60 -3.93 2.83
F 0.72 -3.99 3.86
F 2.83 -4.32 3.21
C 1.66 -2.55 2.19
O 2.73 -2.00 2.10
O 0.48 -2.07 1.86